# 1
# C30H37AlF19O5Si

A structure of composition C30H37AlF19O5Si at a distorted geometry (ωB97M-V/def2-TZVPD, the Open Molecules 2025 dataset).

Its charge is -1. The spin multiplicity is 1. The value obtained for the LUMO energy is 0.30 eV.

Atoms and positions in Å:
C 3.90706 1.19277 8.66485
C 3.31968 -0.27725 8.19816
O 4.01704 -0.75934 6.97451
C 3.15255 -0.46681 5.79496
C 2.22491 -1.76542 5.38381
O 2.89963 -2.57068 4.35194
C 1.94107 -3.08232 3.34308
C 2.73218 -3.65239 2.00004
O 1.94429 -4.79612 1.47481
C 1.59804 -4.59620 0.05129
C 0.37447 -3.52244 -0.18438
O -0.39611 -3.22943 1.06984
Al -1.94193 -2.44269 0.25370
C -3.59398 -2.08106 1.42028
F -4.75375 -1.93854 0.46272
F -3.93693 -3.19238 2.34978
C -3.27961 -0.64662 2.22078
C -4.63298 0.23319 2.50448
Si -4.68304 1.94607 1.59385
C -6.59185 2.36167 1.38871
C -3.93225 1.92040 -0.18292
C -3.98085 3.40406 2.70636
C -3.35673 2.98759 4.17104
C -2.80824 4.22251 5.13218
C -2.91143 5.79206 4.62814
C -3.52388 6.15103 3.12785
C -4.08996 4.94417 2.11895
O -1.97473 -3.83875 -1.02009
C -0.57530 -3.71170 -1.54773
C -0.73971 -2.44302 -2.57036
C 0.11869 -2.61937 -3.99518
C 1.71141 -2.35413 -3.71663
F 1.97763 -1.49830 -2.49966
F 2.28517 -3.70211 -3.34177
C 2.57595 -1.87725 -5.03853
F 4.01492 -1.88082 -4.57120
F 2.49095 -2.97310 -6.02844
C 2.21250 -0.38180 -5.60047
F 3.50031 0.40189 -5.48146
F 1.18683 0.27046 -4.70245
C 1.59216 -0.31731 -7.11027
F 2.49548 -0.94285 -8.14924
F 0.39370 -1.24448 -7.09624
C 1.00292 1.10131 -7.61583
F 0.82505 0.99493 -9.11264
F -0.39543 1.23774 -7.07710
C 1.82663 2.45997 -7.33157
F 1.94981 2.84366 -5.87439
F 0.95403 3.56921 -7.88791
C 3.25385 2.64723 -8.10937
F 2.96068 3.16905 -9.49679
F 4.14236 1.47240 -8.13415
C 4.13888 3.87016 -7.38868
F 3.34939 5.09759 -7.14142
F 4.86248 3.35838 -6.17331
F 5.21705 4.21369 -8.38428
H 3.06897 2.02410 8.72913
H 4.46717 1.14810 9.70621
H 4.70485 1.56678 7.86085
H 2.15884 -0.27172 8.04938
H 3.57459 -1.02774 9.07615
H 2.50137 0.51063 5.95716
H 3.88720 -0.26379 4.89165
H 1.15970 -1.36337 5.06984
H 2.06393 -2.39586 6.37038
H 1.39760 -4.02199 3.83831
H 1.16942 -2.23979 3.03206
H 2.76921 -2.75642 1.21280
H 3.85636 -3.96256 2.25344
H 2.56766 -4.19267 -0.50226
H 1.37168 -5.65187 -0.41102
H 0.98390 -2.50129 -0.28954
H -1.50112 -0.98421 -0.18419
H -2.66378 -0.86007 3.22047
H -2.56013 -0.05073 1.47784
H -5.63261 -0.32770 2.24846
H -4.65770 0.47356 3.65189
H -7.13026 1.65634 0.62572
H -6.62362 3.50273 1.11253
H -7.03830 2.26653 2.49169
H -3.27298 0.95487 -0.41593
H -3.31569 2.87437 -0.47095
H -4.85763 1.84458 -0.93250
H -3.27351 1.89902 4.59417
H -2.36992 3.91464 6.19773
H -2.53879 6.64570 5.35144
H -3.60947 7.25695 2.75337
H -4.54936 5.19158 1.04624
H -0.25714 -4.58674 -2.25709
H -0.54651 -1.38951 -2.10038
H -1.88207 -2.43959 -2.91591
H -0.35863 -1.80007 -4.71944
H -0.11432 -3.70128 -4.44131

Force components x, y, z for each atom (eV/Å):
C 0.3 0.6 -0.4
C 0.7 -0.1 1.0
O -2.8 1.4 0.3
C 0.5 -0.3 -1.1
C -0.1 0.6 0.9
O -1.9 1.1 0.1
C -0.3 -1.1 -0.2
C -0.3 1.1 0.4
O 0.9 2.0 -1.2
C 0.2 -0.4 -0.6
C 1.6 2.5 1.1
O -0.3 -0.4 -3.2
Al 1.1 -2.5 0.4
C 0.2 -0.1 0.4
F 1.7 0.1 2.3
F 0.0 2.6 -1.6
C -0.6 -0.4 -0.5
C 0.3 -0.3 1.1
Si -1.0 -0.1 -0.1
C 0.0 0.6 1.0
C 0.2 -0.5 -1.8
C 1.2 2.1 1.9
C 0.1 5.6 -0.8
C -1.7 0.4 -3.4
C -1.2 -3.2 -2.4
C -0.2 -3.9 0.9
C 2.1 -0.5 4.9
O 2.2 1.1 -0.1
C -1.8 0.6 0.3
C 0.0 0.2 -1.1
C -0.9 1.0 0.8
C -0.3 -2.0 1.6
F -0.6 -2.3 -4.3
F -1.2 3.8 -1.1
C 2.5 -2.4 1.5
F -4.3 0.2 -1.8
F 0.0 3.8 2.7
C 1.0 1.7 1.5
F -4.5 -2.0 -0.8
F 3.4 -2.1 -3.0
C -1.1 -3.4 -1.6
F -2.7 2.5 3.7
F 3.8 2.9 0.1
C -3.2 -0.2 -1.8
F 0.8 0.5 4.8
F 4.9 -0.3 -1.6
C -1.9 3.4 0.7
F -0.2 -1.9 -4.9
F 2.7 -3.6 1.7
C 1.4 1.0 -1.3
F 1.1 -2.2 4.5
F -3.3 3.7 -0.2
C 2.4 1.2 -0.2
F 3.0 -4.6 -0.6
F -2.9 2.2 -4.2
F -3.7 -1.0 3.5
H 1.7 -1.8 -0.1
H -1.3 0.0 -2.2
H -1.8 -0.9 1.7
H 2.2 0.1 0.2
H -0.6 1.4 -2.0
H 1.3 -2.1 -0.2
H -1.5 -0.5 1.8
H 2.1 -0.9 0.2
H 0.4 1.1 -1.9
H 0.9 2.1 -1.3
H 1.5 -1.9 0.6
H -0.1 -2.0 1.6
H -2.5 0.5 -0.4
H -2.0 -0.8 0.9
H 0.2 1.9 1.1
H -1.2 -1.9 -0.4
H -0.1 0.3 -0.3
H -1.4 0.2 -2.3
H -1.5 -1.4 1.7
H 2.1 0.9 0.4
H -0.2 -0.5 -2.0
H 0.9 1.5 1.5
H -0.4 -2.2 0.3
H 0.6 0.1 -2.5
H -1.3 2.1 0.6
H -1.1 -1.8 0.6
H 2.0 0.2 1.5
H -0.3 2.3 -1.2
H -1.0 1.0 -2.6
H -0.9 -1.9 -1.8
H 0.3 -2.3 1.0
H 1.2 -0.7 2.7
H -0.6 1.1 1.7
H -0.1 -2.2 -0.9
H 2.5 -0.2 0.8
H 1.5 -1.8 1.4
H 1.1 2.4 1.0


# 2
# C30H37BO2

A structure of composition C30H37BO2 at a distorted geometry (ωB97M-V/def2-TZVPD, the Open Molecules 2025 dataset).

The value obtained for the energy above the lowest of the compared OMol25 structures with the same formula, charge and spin is 0.000 eV. Its charge is 0. The spin multiplicity is 1. The value obtained for the LUMO energy is -1.32 eV.

Atoms and positions in Å:
C -0.89375 4.00479 0.02725
C -0.64948 3.16729 1.27947
C -1.49460 3.74272 2.41301
O -0.99084 1.81189 1.06067
B -0.14698 1.05433 1.96925
C -1.04516 0.72516 3.33664
C -0.45302 0.84171 4.58733
C -1.24074 0.78694 5.75242
C -2.62333 0.59906 5.65373
C -3.19915 0.39020 4.39430
C -2.40183 0.44508 3.23500
C 0.42170 -0.39469 1.31155
C 1.43581 -1.09536 2.14660
C -0.03164 -0.88326 0.16148
O 0.96827 1.86403 2.42820
C 0.91544 3.06979 1.69921
C 1.82279 2.92769 0.47286
C 1.39917 4.21628 2.57245
H -0.51597 5.02434 0.18885
H -0.40004 3.57876 -0.85278
H -1.96969 4.07897 -0.17046
H -1.30031 4.81611 2.53389
H -2.55795 3.61695 2.17134
H -1.29821 3.23428 3.36468
H 0.62211 0.99335 4.68390
H -0.76065 0.91288 6.72446
H -3.24549 0.60508 6.55408
H -4.27078 0.20401 4.30002
H -2.86214 0.28632 2.26001
H 1.83124 -0.41466 2.90905
H 1.00574 -1.95837 2.66794
H 2.28120 -1.47946 1.55602
H 0.09175 -1.99543 -0.07918
H -0.69991 -0.29815 -0.47276
H 1.84728 3.85504 -0.11237
H 2.84207 2.71785 0.82009
H 1.49927 2.09645 -0.16996
H 1.31901 5.16306 2.02248
H 0.82477 4.28352 3.50180
H 2.45004 4.05013 2.82914
C -2.78329 -6.44306 -3.42627
C -1.97279 -5.30726 -2.89123
C -1.80145 -5.13407 -1.50640
C -1.02024 -4.08735 -1.03090
C -0.34173 -3.22727 -1.92160
C 0.66425 -2.27461 -1.34158
C 1.25721 -1.21865 -2.22871
C 2.59257 -0.85014 -2.01321
C 3.23712 0.02916 -2.87922
C 2.56015 0.57895 -3.97630
C 3.28942 1.47651 -4.93285
C 1.20216 0.28513 -4.13987
C 0.54562 -0.56376 -3.24955
C -0.52135 -3.41043 -3.30199
C -1.33278 -4.43290 -3.77534
H -3.11611 -6.21604 -4.44428
H -2.18841 -7.36756 -3.46619
H -3.66288 -6.63503 -2.80087
H -2.27042 -5.83708 -0.80985
H -0.93284 -3.92930 0.04840
H 1.51851 -2.88532 -0.99987
H 3.14218 -1.27164 -1.16536
H 4.28711 0.29815 -2.72506
H 2.72448 1.61127 -5.86060
H 3.47553 2.47459 -4.50856
H 4.26621 1.04117 -5.17465
H 0.65435 0.72179 -4.97671
H -0.51958 -0.76078 -3.37734
H -0.01982 -2.74666 -4.00549
H -1.45916 -4.56249 -4.85021

Force components x, y, z for each atom (eV/Å):
C 0.1 0.0 0.0
C 1.0 0.4 0.1
C -0.1 0.1 0.3
O 0.6 0.1 -0.6
B -1.3 -0.7 1.4
C 0.9 -0.7 -1.1
C -0.7 -0.2 1.0
C 0.1 0.0 -0.4
C 0.1 -0.1 -0.1
C 0.3 0.1 -0.3
C -0.6 -0.1 1.0
C 0.5 -0.8 -0.3
C 0.7 -0.2 0.4
C -1.2 2.4 0.2
O 0.2 0.1 -0.5
C -0.8 0.2 -0.5
C 0.0 0.2 -0.1
C -0.1 0.0 0.0
H -0.1 -0.2 -0.1
H -0.1 0.0 0.2
H 0.2 -0.1 0.0
H 0.0 -0.2 0.0
H 0.2 0.0 0.0
H -0.1 0.2 -0.2
H -0.3 0.1 -0.1
H -0.2 0.0 -0.2
H 0.2 -0.1 -0.3
H 0.2 0.1 0.1
H 0.1 0.2 0.1
H -0.1 -0.2 -0.2
H -0.1 0.2 0.0
H -0.2 0.1 0.1
H -0.1 -0.9 -0.2
H 0.1 -0.6 -0.2
H 0.0 -0.2 0.0
H -0.2 0.0 0.0
H 0.0 0.2 0.1
H 0.0 -0.1 0.2
H 0.1 0.0 -0.2
H -0.1 0.1 0.0
C -0.2 -0.3 -0.1
C 0.4 0.2 0.2
C 0.1 0.2 -0.3
C 0.1 0.0 -0.3
C -0.8 -0.2 0.6
C 1.5 0.0 -1.6
C -0.3 0.5 0.3
C 0.3 0.0 -0.2
C -0.2 0.0 0.1
C -0.2 -0.1 0.3
C 0.2 0.1 -0.2
C 0.0 -0.1 0.3
C 0.1 -0.2 0.0
C 0.2 0.3 0.3
C -0.1 -0.1 0.4
H 0.0 -0.1 0.2
H -0.1 0.2 0.0
H 0.2 0.0 -0.2
H 0.1 0.4 -0.3
H 0.1 -0.1 -0.3
H -0.5 0.5 0.8
H -0.2 0.1 -0.3
H -0.4 -0.2 0.0
H 0.1 0.0 0.1
H -0.1 -0.3 0.0
H -0.2 0.1 0.0
H 0.1 -0.1 0.3
H 0.3 0.1 0.0
H -0.1 -0.4 0.2
H 0.0 0.0 0.3


> The highest charge belongs to which entry?

C30H37BO2